Entry 1:
Computed, not measured: a 2-piece molecular cluster, C4H5N overall at a distorted geometry, with wB97M-V/def2-TZVPD.

CARTESIAN COORDINATES (ANGSTROEM)
1 N -1.56258 0.26567 0.31886
2 C -0.98825 -0.37607 1.15992
3 C -0.80764 -0.98153 2.59528
4 C 0.12951 -1.19108 1.69454
5 C 0.21063 0.25081 -1.88875
6 H -1.24040 -1.43607 3.48679
7 H 0.55921 1.08869 -1.31687
8 H 0.80806 -1.91227 1.32153
9 H 0.79813 -0.68717 -1.98519
10 H -0.35792 0.44590 -2.72665

Forces on atoms 1 to 2 (eV/Å):
-0.65 0.47 -0.74
1.73 -1.16 2.41

Properties
E_HOMO (alpha / beta) ... -8.587 / -8.527 eV
M ... 67.09 g mol⁻¹
Total charge ... 0
Orbital gap (alpha / beta) ... 9.139 / 8.089 eV
F_max ... 3.18 eV/Å

From a natural (NBO) analysis of the wavefunction, the atomic charges in e read: atom 1 (N): -0.278, atom 2 (C): 0.134, atom 3 (C): -0.148, atom 4 (C): -0.194, atom 5 (C): -0.468, atom 6 (H): 0.237, atom 7 (H): 0.171, atom 8 (H): 0.233, atom 9 (H): 0.157, atom 10 (H): 0.156

=====

Entry 2:
Computed, not measured: one molecule with the formula C4H5N, with wB97M-V/def2-TZVPD.

CARTESIAN COORDINATES (ANGSTROEM)
1 N -1.33972 -0.82374 -1.08987
2 C -0.70016 -0.60033 0.25057
3 C 0.62243 -0.29324 0.25027
4 C 1.65128 0.48503 0.45677
5 C -1.44543 0.46257 -0.60559
6 H -0.88710 1.19939 -1.20773
7 H -1.15753 -1.07019 1.11109
8 H 2.67797 0.12435 0.42473
9 H -0.67527 -0.94264 -1.86228
10 H 1.43137 1.52352 0.67908

Forces on atoms 1 to 2 (eV/Å):
0.04 -0.05 -0.04
-0.45 0.20 -0.05

Properties
E_HOMO (alpha / beta) ... -7.988 / -7.717 eV
M ... 67.09 g mol⁻¹
Total charge ... 0
Orbital gap (alpha / beta) ... 8.098 / 7.849 eV
F_max ... 0.81 eV/Å

From a natural (NBO) analysis of the wavefunction, the atomic charges in e read: atom 1 (N): -0.522, atom 2 (C): -0.200, atom 3 (C): 0.064, atom 4 (C): -0.470, atom 5 (C): -0.075, atom 6 (H): 0.165, atom 7 (H): 0.248, atom 8 (H): 0.224, atom 9 (H): 0.350, atom 10 (H): 0.217

=====

Entry 3:
Computed, not measured: one molecule with the formula C4H5N at a distorted geometry, with wB97M-V/def2-TZVPD.

CARTESIAN COORDINATES (ANGSTROEM)
1 N -1.61744 -1.62833 -1.62532
2 C -1.07465 -1.12814 -0.73277
3 C -0.08345 0.83666 0.75541
4 C 0.82453 0.39587 -0.34461
5 C -0.16182 -0.58495 0.24695
6 H 1.88162 0.21706 -0.20284
7 H 0.54104 0.73516 -1.33649
8 H 0.33983 0.91779 1.75356
9 H -0.85404 1.56832 0.53975
10 H 0.20438 -1.32944 0.94637

Forces on atoms 1 to 2 (eV/Å):
0.22 0.54 0.97
-0.42 -0.38 -0.71

Properties
E_HOMO ... -10.720 eV
SMILES string ... N#CC1CC1
M ... 67.09 g mol⁻¹
Total charge ... 0
Orbital gap ... 11.655 eV
F_max ... 1.13 eV/Å

From a natural (NBO) analysis of the wavefunction, the atomic charges in e read: atom 1 (N): -0.328, atom 2 (C): 0.284, atom 3 (C): -0.386, atom 4 (C): -0.381, atom 5 (C): -0.353, atom 6 (H): 0.225, atom 7 (H): 0.229, atom 8 (H): 0.225, atom 9 (H): 0.231, atom 10 (H): 0.253

=====

Entry 4:
Computed, not measured: one molecule with the formula C4H5N at a distorted geometry, with wB97M-V/def2-TZVPD.

CARTESIAN COORDINATES (ANGSTROEM)
1 N 0.29502 1.14853 0.00840
2 C 0.55269 -1.01573 0.24112
3 C 1.29798 0.17739 0.11190
4 C -0.94411 0.60314 0.05699
5 C -0.82849 -0.75781 0.25032
6 H -1.83699 1.20953 -0.03817
7 H 0.47753 2.12656 -0.15984
8 H 1.49527 -0.14484 1.19294
9 H -1.62837 -1.45745 0.43960
10 H 1.07098 -1.95816 0.38167

Forces on atoms 1 to 2 (eV/Å):
-0.25 0.05 0.24
-0.43 -0.44 -0.52

Properties
E_HOMO ... -8.434 eV
SMILES string ... c1cc[nH]c1
M ... 67.09 g mol⁻¹
Total charge ... 0
Orbital gap ... 9.488 eV
F_max ... 1.93 eV/Å

From a natural (NBO) analysis of the wavefunction, the atomic charges in e read: atom 1 (N): -0.510, atom 2 (C): -0.199, atom 3 (C): -0.293, atom 4 (C): 0.018, atom 5 (C): -0.358, atom 6 (H): 0.212, atom 7 (H): 0.411, atom 8 (H): 0.268, atom 9 (H): 0.228, atom 10 (H): 0.224

=====

Entry 5:
Computed, not measured: an isolated ion of composition C4H5N2 and charge +1 at a distorted geometry, with wB97M-V/def2-TZVPD.

CARTESIAN COORDINATES (ANGSTROEM)
1 N -0.85091 -0.15347 -0.15316
2 N -0.26246 0.98820 -0.24639
3 C 0.66419 0.99548 0.63105
4 C -1.64278 -0.91528 -1.09965
5 C 1.84667 1.28104 1.32348
6 C 1.50817 -0.00507 1.14345
7 H 2.58087 2.07797 1.48069
8 H -1.17948 -1.01350 -2.12685
9 H -1.91284 -1.87967 -0.61263
10 H -2.53132 -0.28224 -1.23939
11 H 1.77989 -1.09346 0.89941

Forces on atoms 1 to 2 (eV/Å):
0.78 -0.21 0.70
-4.64 -2.01 -3.99

Properties
E_HOMO (alpha / beta) ... -14.683 / -14.683 eV
SMILES string ... CN=[N+]=c1cc1
M ... 81.10 g mol⁻¹
Total charge ... +1
Orbital gap (alpha / beta) ... 8.204 / 8.203 eV
F_max ... 6.55 eV/Å

From a Löwdin analysis of the wavefunction, the atomic charges in e read: atom 1 (N): 0.046, atom 2 (N): 0.137, atom 3 (C): -0.194, atom 4 (C): -0.029, atom 5 (C): 0.197, atom 6 (C): 0.169, atom 7 (H): 0.148, atom 8 (H): 0.127, atom 9 (H): 0.104, atom 10 (H): 0.112, atom 11 (H): 0.183

=====

Entry 6:
Computed, not measured: an isolated ion of composition C4H5N2 and charge +1 at a distorted geometry, with wB97M-V/def2-TZVPD.

CARTESIAN COORDINATES (ANGSTROEM)
1 N -1.77756 0.66416 0.27875
2 N -0.80073 1.25742 -0.17944
3 C 1.63593 0.28168 -0.50333
4 C 0.22643 0.30029 -0.14396
5 C -0.23976 -0.87543 0.29269
6 C -2.32016 -0.33643 0.58720
7 H 1.76496 1.14655 -1.31340
8 H -2.90738 -0.87595 1.31790
9 H 0.04779 -1.84177 0.10678
10 H 2.06662 0.83960 0.36730
11 H 2.30385 -0.56011 -0.81049

Forces on atoms 1 to 2 (eV/Å):
0.07 0.22 -0.12
2.17 0.88 -0.67

Properties
E_HOMO (alpha / beta) ... -15.187 / -15.032 eV
M ... 81.10 g mol⁻¹
Total charge ... +1
Orbital gap (alpha / beta) ... 7.184 / 7.052 eV
F_max ... 5.06 eV/Å

From a natural (NBO) analysis of the wavefunction, the atomic charges in e read: atom 1 (N): 0.067, atom 2 (N): -0.180, atom 3 (C): -0.702, atom 4 (C): 0.114, atom 5 (C): 0.124, atom 6 (C): 0.135, atom 7 (H): 0.307, atom 8 (H): 0.312, atom 9 (H): 0.226, atom 10 (H): 0.284, atom 11 (H): 0.313

=====

Entry 7:
Computed, not measured: an isolated ion of composition C4H5N2O2S and charge +1 at a distorted geometry, with wB97M-V/def2-TZVPD.

CARTESIAN COORDINATES (ANGSTROEM)
1 S 2.06920 0.83841 0.06278
2 O 3.05599 -1.68721 0.17093
3 O -0.82908 2.58435 0.32108
4 N -1.34904 0.39667 0.60270
5 N -0.28270 -1.54515 0.22918
6 C -1.32763 -0.91450 0.51254
7 C -0.59422 1.41047 0.11608
8 C 0.52981 0.93702 -0.84388
9 C 2.52844 -0.69282 0.07469
10 H 0.76767 1.56800 -1.73869
11 H -2.31218 -1.23481 0.58301
12 H -0.32447 -2.54764 -0.06939
13 H -2.12543 0.88876 1.09251
14 H 0.19364 -0.00154 -1.11353

Forces on atoms 1 to 2 (eV/Å):
0.42 1.85 0.54
-0.35 0.33 -0.11

Properties
E_HOMO ... -14.497 eV
M ... 145.16 g mol⁻¹
Total charge ... +1
Orbital gap ... 8.535 eV
F_max ... 5.43 eV/Å

From a natural (NBO) analysis of the wavefunction, the atomic charges in e read: atom 1 (S): 0.544, atom 2 (O): -0.251, atom 3 (O): -0.500, atom 4 (N): -0.617, atom 5 (N): -0.749, atom 6 (C): 0.312, atom 7 (C): 0.667, atom 8 (C): -0.618, atom 9 (C): 0.590, atom 10 (H): 0.299, atom 11 (H): 0.190, atom 12 (H): 0.400, atom 13 (H): 0.446, atom 14 (H): 0.287

=====

Entry 8:
Computed, not measured: one molecule with the formula C4H5N3 at a distorted geometry, with wB97M-V/def2-TZVPD.

CARTESIAN COORDINATES (ANGSTROEM)
1 N 1.13389 -1.49904 -2.87633
2 N -1.92656 -0.80499 1.27904
3 N 0.64230 0.19180 -0.00090
4 C -1.59026 -0.93788 0.17360
5 C -0.25401 -0.44824 -0.85256
6 C 0.52370 -1.13379 -1.95679
7 C 0.28057 1.00126 1.16607
8 H -0.79280 1.08611 1.37043
9 H 0.71142 0.55735 2.07246
10 H 0.67098 2.00404 1.00321
11 H 1.60066 -0.12866 -0.01716
12 H -0.99987 0.11205 -1.36106

Forces on atoms 1 to 2 (eV/Å):
-0.98 0.53 1.60
-0.58 -0.32 -1.15

Properties
E_HOMO ... -9.979 eV
SMILES string ... CNC(C#N)C#N
M ... 95.10 g mol⁻¹
Total charge ... 0
Orbital gap ... 9.931 eV
F_max ... 2.67 eV/Å

From a natural (NBO) analysis of the wavefunction, the atomic charges in e read: atom 1 (N): -0.261, atom 2 (N): -0.374, atom 3 (N): -0.592, atom 4 (C): 0.179, atom 5 (C): -0.076, atom 6 (C): 0.260, atom 7 (C): -0.432, atom 8 (H): 0.242, atom 9 (H): 0.210, atom 10 (H): 0.206, atom 11 (H): 0.404, atom 12 (H): 0.234

=====

Entry 9:
Computed, not measured: one molecule with the formula C4H5N3 at a distorted geometry, with wB97M-V/def2-TZVPD.

CARTESIAN COORDINATES (ANGSTROEM)
1 N -0.22331 -1.86412 -0.23450
2 N -1.28372 -1.11164 -0.28023
3 N 0.76290 1.39972 0.28202
4 C -0.71697 0.09163 -0.13182
5 C 0.76310 0.10382 0.00986
6 C 1.00989 -1.23430 -0.14528
7 C -0.76746 1.49478 0.19130
8 H 1.95047 -2.00825 0.15559
9 H 1.39774 2.03794 -0.15949
10 H -1.29694 1.32712 1.29056
11 H -1.27377 2.53717 -0.36098
12 H -0.32193 -2.77387 -0.61704

Forces on atoms 1 to 2 (eV/Å):
1.52 -1.72 -0.19
-0.32 3.38 0.31

Properties
E_HOMO ... -7.977 eV
SMILES string ... c1[nH]nc2c1NC2
M ... 95.11 g mol⁻¹
Total charge ... 0
Orbital gap ... 9.050 eV
F_max ... 6.85 eV/Å

From a natural (NBO) analysis of the wavefunction, the atomic charges in e read: atom 1 (N): -0.342, atom 2 (N): -0.234, atom 3 (N): -0.594, atom 4 (C): 0.050, atom 5 (C): 0.037, atom 6 (C): -0.133, atom 7 (C): -0.230, atom 8 (H): 0.218, atom 9 (H): 0.387, atom 10 (H): 0.224, atom 11 (H): 0.225, atom 12 (H): 0.392

=====

Entry 10:
Computed, not measured: one molecule with the formula C4H5N3 at a distorted geometry, with wB97M-V/def2-TZVPD.

CARTESIAN COORDINATES (ANGSTROEM)
1 N -1.76007 -0.11615 0.19690
2 N 2.64523 -0.32931 1.36983
3 N 0.14912 1.06319 -0.00219
4 C 1.82331 -0.66526 0.59981
5 C -1.14480 0.95561 0.49376
6 C -0.81485 -0.91735 -0.57628
7 C 0.49832 -0.17014 -0.50416
8 H 1.20803 -0.25395 -1.33814
9 H -1.16335 -1.01276 -1.61281
10 H 0.87866 1.60751 0.47021
11 H -0.74073 -1.92932 -0.16233
12 H -1.57886 1.76793 1.06543

Forces on atoms 1 to 2 (eV/Å):
0.04 0.28 0.19
-1.50 -1.07 -1.69

Properties
E_HOMO ... -9.656 eV
SMILES string ... N#C[C@H]1CN=CN1
M ... 95.10 g mol⁻¹
Total charge ... 0
Orbital gap ... 10.031 eV
F_max ... 4.23 eV/Å

From a natural (NBO) analysis of the wavefunction, the atomic charges in e read: atom 1 (N): -0.429, atom 2 (N): -0.399, atom 3 (N): -0.619, atom 4 (C): 0.153, atom 5 (C): 0.252, atom 6 (C): -0.301, atom 7 (C): 0.009, atom 8 (H): 0.239, atom 9 (H): 0.226, atom 10 (H): 0.428, atom 11 (H): 0.237, atom 12 (H): 0.204